Formula: C6H12O3
Source: the OMol25 dataset
Level of theory: ωB97M-V with the def2-TZVPD basis set

Positions of all 21 atoms, in Å:
C  -1.991  1.227  -0.192
C  -1.002  0.287  -0.795
C  -0.294  -0.672  -0.116
C  -0.588  -1.030  1.320
C  0.405  -1.756  -0.901
H  -2.939  0.704  -0.024
H  -1.626  1.639  0.751
H  -2.181  2.059  -0.874
H  -0.925  0.329  -1.878
H  -0.885  -0.159  1.908
H  -1.390  -1.772  1.385
H  0.302  -1.461  1.790
H  0.708  -1.402  -1.891
H  -0.238  -2.632  -1.032
H  1.308  -2.078  -0.373
O  1.134  2.029  -0.906
C  1.524  1.281  -0.001
O  1.370  1.536  1.314
O  2.617  0.496  -0.142
H  1.903  0.855  1.761
H  2.788  0.519  -1.103

Output
LUMO energy: 0.53 eV
Energy above the lowest of the compared OMol25 structures with the same formula, charge and spin: 29.2 kcal per mole
HOMO: -8.6 eV
Net charge: 0